{"formula": "C3H5NOS", "method": "ωB97M-V/def2-TZVPD", "gap_ev": 10.48, "de_lowest_kj_mol": 113.77, "fmax_ev_per_a": 1.06, "species": ["O", "C", "C", "C", "N", "S", "H", "H", "H", "H", "H"], "xyz": [[0.955, 1.834, 0.005], [0.877, 0.630, -0.005], [1.850, -0.560, 0.004], [0.596, -1.459, 0.004], [-0.213, -0.235, 0.014], [-1.863, 0.038, -0.088], [2.479, -0.606, -0.880], [2.487, -0.622, 0.878], [0.453, -2.068, -0.897], [0.436, -2.112, 0.899], [-2.135, 0.097, 1.249]], "forces_ev_per_a": [[-0.1, -1.1, -0.1], [0.0, 0.9, 0.3], [0.0, 0.1, -0.1], [-0.2, -0.9, 0.3], [0.2, 0.2, -0.1], [-0.1, 0.0, 0.5], [-0.1, -0.1, -0.2], [-0.1, 0.1, 0.2], [0.0, 0.2, 0.2], [0.2, 0.6, -0.6], [0.1, 0.0, -0.5]]}

***

{"formula": "C3H5NOS", "method": "ωB97M-V/def2-TZVPD", "gap_ev": 7.91, "de_lowest_kj_mol": 415.46, "fmax_ev_per_a": 4.28, "species": ["O", "C", "N", "S", "H", "C", "C", "H", "H", "H", "H"], "xyz": [[1.867, 0.091, 0.587], [1.308, -0.934, 1.304], [0.453, -1.761, 1.382], [-0.548, -2.755, 1.990], [1.138, 0.518, 0.102], [-0.574, 0.225, -1.166], [-0.885, 1.359, -0.597], [-1.033, -0.697, -1.073], [0.233, 0.292, -1.954], [-1.645, 1.453, 0.219], [-0.314, 2.209, -0.794]], "forces_ev_per_a": [[-0.7, -2.0, 1.7], [0.1, 1.0, -2.0], [3.0, 3.0, -0.2], [-2.1, -2.1, 0.8], [-0.3, 0.0, -0.2], [2.1, 0.9, -2.5], [-1.6, -0.2, 2.4], [-1.0, -1.6, 0.5], [-0.9, -0.4, 0.9], [0.6, -0.2, -0.9], [0.6, 1.4, -0.4]]}

***

{"formula": "C3H5NOS", "method": "ωB97M-V/def2-TZVPD", "gap_ev": 9.86, "de_lowest_kj_mol": 159.97, "fmax_ev_per_a": 1.66, "species": ["C", "C", "N", "S", "C", "O", "H", "H", "H", "H", "H"], "xyz": [[-1.152, -0.690, -0.016], [-0.988, 0.790, -0.400], [-0.111, 1.608, -0.003], [1.176, 1.199, 1.037], [2.006, -0.064, 0.203], [1.724, -0.516, -0.872], [-0.699, -1.303, -0.788], [-2.229, -0.890, 0.080], [-0.746, -0.842, 0.988], [-1.770, 1.164, -1.109], [2.789, -0.457, 0.880]], "forces_ev_per_a": [[-0.6, 1.5, 0.3], [-0.5, -1.5, 0.0], [0.0, 0.9, -0.3], [-0.7, 0.2, 0.1], [-0.2, -0.6, 0.2], [0.2, -0.1, -0.1], [0.1, -0.3, 0.1], [0.3, -0.1, -0.4], [0.4, -0.2, -0.3], [0.7, 0.0, 0.6], [0.3, 0.1, -0.4]]}